Here is a 9-piece molecular cluster, C27H72O9 overall at a distorted geometry from OMol25. Energies are from ωB97M-V/def2-TZVPD.

Positions of all 108 atoms, in Å:
C (-0.409, 7.059, 1.922)
C (0.224, 5.666, 1.936)
C (-0.684, 4.667, 2.675)
O (0.409, 5.172, 0.624)
H (0.198, 7.784, 1.380)
H (-0.480, 7.472, 2.930)
H (-1.408, 6.946, 1.497)
H (1.212, 5.760, 2.415)
H (-0.238, 3.674, 2.717)
H (-1.700, 4.681, 2.289)
H (-0.698, 5.040, 3.709)
H (0.262, 4.227, 0.591)
C (3.530, 0.402, -2.882)
C (4.780, 0.329, -3.749)
C (4.452, 0.524, -5.236)
O (5.499, 1.544, -3.416)
H (3.780, 0.279, -1.826)
H (2.836, -0.375, -3.199)
H (3.168, 1.429, -2.936)
H (5.390, -0.557, -3.560)
H (3.895, 1.459, -5.324)
H (3.801, -0.173, -5.775)
H (5.350, 0.623, -5.851)
H (6.355, 1.430, -3.849)
C (-1.993, -6.376, 4.146)
C (-1.622, -4.903, 4.155)
C (-1.544, -4.226, 2.789)
O (-2.581, -4.119, 4.894)
H (-2.741, -6.662, 3.408)
H (-2.407, -6.582, 5.138)
H (-1.131, -7.041, 4.075)
H (-0.680, -4.744, 4.689)
H (-2.329, -4.615, 2.134)
H (-0.628, -4.604, 2.323)
H (-1.603, -3.143, 2.749)
H (-2.756, -4.537, 5.743)
C (-4.337, 0.306, 4.464)
C (-4.584, 1.383, 3.423)
C (-3.399, 2.369, 3.317)
O (-4.880, 0.860, 2.138)
H (-4.079, 0.776, 5.414)
H (-3.442, -0.255, 4.179)
H (-5.151, -0.395, 4.635)
H (-5.373, 2.051, 3.792)
H (-3.279, 2.952, 4.230)
H (-3.411, 2.985, 2.419)
H (-2.471, 1.795, 3.196)
H (-5.443, 1.516, 1.712)
C (1.197, 2.501, -6.580)
C (0.300, 1.395, -6.054)
C (0.139, 1.329, -4.560)
O (-1.067, 1.715, -6.485)
H (2.268, 2.301, -6.689)
H (1.245, 3.277, -5.807)
H (0.907, 2.924, -7.540)
H (0.482, 0.456, -6.582)
H (1.110, 1.196, -4.070)
H (-0.449, 0.502, -4.166)
H (-0.262, 2.271, -4.187)
H (-1.069, 2.179, -7.326)
C (-3.280, -1.650, -0.252)
C (-4.560, -1.150, -0.879)
C (-5.858, -1.639, -0.229)
O (-4.556, 0.279, -0.692)
H (-3.194, -2.743, -0.261)
H (-3.351, -1.405, 0.815)
H (-2.372, -1.230, -0.674)
H (-4.520, -1.322, -1.956)
H (-6.705, -1.341, -0.845)
H (-6.059, -1.174, 0.742)
H (-5.829, -2.687, 0.088)
H (-4.394, 0.439, 0.248)
C (3.741, 0.385, 3.666)
C (5.056, -0.379, 3.452)
C (4.952, -1.142, 2.109)
O (6.088, 0.607, 3.291)
H (4.001, 1.183, 4.369)
H (2.959, -0.221, 4.120)
H (3.383, 0.853, 2.753)
H (5.302, -1.065, 4.264)
H (4.181, -0.721, 1.461)
H (4.678, -2.178, 2.316)
H (5.856, -0.973, 1.523)
H (6.918, 0.121, 3.255)
C (1.007, -2.899, -1.258)
C (1.211, -3.617, -2.591)
C (0.522, -2.878, -3.733)
O (2.615, -3.574, -2.854)
H (1.671, -3.329, -0.506)
H (-0.018, -3.059, -0.902)
H (1.168, -1.831, -1.392)
H (0.959, -4.676, -2.465)
H (0.947, -3.370, -4.615)
H (0.890, -1.853, -3.724)
H (-0.557, -2.973, -3.805)
H (3.120, -4.127, -2.257)
C (0.116, -0.378, 1.134)
C (0.525, 0.569, 0.023)
C (-0.591, 0.653, -1.043)
O (0.776, 1.930, 0.415)
H (1.056, -0.771, 1.536)
H (-0.536, -1.181, 0.807)
H (-0.306, 0.183, 1.969)
H (1.403, 0.333, -0.588)
H (-0.625, -0.314, -1.542)
H (-0.423, 1.511, -1.690)
H (-1.516, 0.863, -0.501)
H (1.688, 2.040, 0.699)

Forces on the atoms, in the same order (eV/Å):
C 0.18 -0.40 -0.07
C -0.40 -0.59 0.18
C 0.96 1.23 1.20
O 0.22 0.88 -0.78
H -0.12 -0.18 -0.37
H -0.14 -0.27 0.12
H 0.02 0.41 -0.11
H -0.19 -0.28 0.13
H -0.17 -0.12 -0.28
H 0.07 -0.16 -0.19
H -0.36 -0.31 0.01
H -0.02 -0.36 0.11
C 0.74 -0.25 0.15
C -0.64 1.34 -0.55
C -0.58 -0.02 -0.54
O 0.67 -0.92 0.17
H 0.09 -0.33 -0.05
H -0.31 0.24 0.14
H -0.44 -0.17 -0.38
H -0.05 -0.02 0.06
H 0.25 0.18 0.16
H 0.17 -0.55 0.57
H 0.12 0.00 0.17
H 0.01 0.41 0.17
C 0.08 -0.08 0.62
C -0.34 1.42 0.30
C 0.18 -1.50 -0.64
O -0.36 -0.18 -0.14
H 0.01 0.20 -0.09
H -0.11 -0.18 -0.07
H 0.09 0.14 -0.32
H 0.23 -0.33 -0.20
H -0.23 0.12 0.17
H 0.13 0.43 -0.11
H 0.24 0.03 0.48
H 0.07 -0.03 -0.05
C 0.74 -0.03 -0.26
C 0.47 1.65 0.70
C 0.87 -1.20 -0.01
O -0.43 -0.17 0.11
H -0.16 0.10 0.00
H -0.12 -0.19 -0.06
H -0.16 0.13 -0.23
H -0.59 -0.50 -0.27
H -0.14 0.20 -0.12
H -0.53 0.23 0.18
H 0.00 -0.05 0.11
H 0.00 -0.16 -0.15
C 1.24 0.65 1.06
C -1.91 0.36 -1.56
C 1.38 -0.31 0.76
O -0.11 0.01 0.21
H -0.16 -0.78 -0.03
H -0.48 0.35 -0.34
H -0.37 -0.07 0.08
H 0.56 -0.26 0.58
H 0.09 0.11 -0.13
H -0.37 0.02 -0.49
H -0.15 0.00 -0.15
H 0.21 -0.09 -0.04
C -0.31 -1.11 0.94
C 0.05 1.11 0.79
C 0.21 -0.38 0.53
O 0.09 0.21 -0.74
H -0.05 0.01 -0.26
H 0.31 0.15 0.00
H -0.23 0.16 -0.13
H -0.34 0.04 0.02
H -0.07 -0.53 -0.15
H 0.53 0.50 -0.12
H -0.24 -0.23 -0.84
H 0.02 -0.13 -0.01
C 0.99 0.27 1.17
C -0.68 0.48 -1.99
C -0.28 0.04 0.37
O -0.12 -0.08 0.60
H -0.38 0.05 0.04
H -0.01 -0.13 -0.16
H 0.06 -0.10 -0.12
H -0.12 0.12 0.16
H -0.22 0.05 0.21
H 0.37 -0.14 -0.45
H 0.26 -0.72 0.21
H 0.07 0.17 -0.06
C -0.76 -0.58 -0.06
C 0.38 0.39 1.38
C 1.23 -1.23 -0.46
O 0.31 0.43 -1.10
H 0.08 0.24 0.07
H 0.01 0.15 0.00
H 0.21 -0.01 0.17
H -0.55 0.13 -0.37
H -0.25 0.32 -0.27
H -0.34 0.14 -0.04
H -0.07 0.17 0.42
H -0.24 -0.13 0.26
C 1.70 0.43 0.56
C -0.71 1.09 -2.26
C 0.18 0.47 1.40
O -0.31 0.16 0.75
H -0.25 -0.50 0.16
H 0.00 0.01 -0.02
H -0.41 0.05 -0.24
H 0.23 -0.88 0.63
H -0.27 0.18 -0.34
H 0.18 -0.30 -0.34
H -0.24 -0.23 -0.28
H 0.01 -0.17 0.02

## Properties
* structure (SMILES): CC(C)O.CC(C)O.CC(C)O.CC(C)O.CC(C)O.CC(C)O.CC(C)O.CC(C)O.CC(C)O
* gap between HOMO and LUMO: 10.13 eV
* molecular weight: 540.864 g mol⁻¹
* LUMO: 0.45 eV
* E: -1748.964866 hartree
* HOMO level: -9.68 eV
* energy above the lowest of the compared OMol25 structures with the same formula, charge and spin: 3.354 eV
* F_max: 2.6 eV Å⁻¹

Löwdin atomic charge list, values in e, 99 entries: number 1, C, carries -0.06; number 2, C, carries -0.50; number 3, C, carries -0.06; number 4, O, carries -0.05; number 5, H, carries 0.08; number 6, H, carries 0.08; number 7, H, carries 0.08; number 8, H, carries 0.13; number 9, H, carries 0.07; number 10, H, carries 0.07; number 11, H, carries 0.08; number 12, H, carries 0.05; number 13, C, carries -0.06; number 14, C, carries -0.45; number 15, C, carries -0.06; number 16, O, carries -0.07; number 17, H, carries 0.07; number 18, H, carries 0.07; number 19, H, carries 0.08; number 20, H, carries 0.13; number 21, H, carries 0.06; number 22, H, carries 0.08; number 23, H, carries 0.08; number 24, H, carries 0.08; number 25, C, carries -0.05; number 26, C, carries -0.48; number 27, C, carries -0.06; number 28, O, carries -0.07; number 29, H, carries 0.08; number 30, H, carries 0.07; number 31, H, carries 0.08; number 32, H, carries 0.13; number 33, H, carries 0.07; number 34, H, carries 0.08; number 35, H, carries 0.07; number 36, H, carries 0.08; number 37, C, carries -0.05; number 38, C, carries -0.48; number 39, C, carries -0.06; number 40, O, carries -0.06; number 41, H, carries 0.08; number 42, H, carries 0.08; number 43, H, carries 0.08; number 44, H, carries 0.13; number 45, H, carries 0.08; number 46, H, carries 0.07; number 47, H, carries 0.07; number 48, H, carries 0.10; number 49, C, carries -0.05; number 50, C, carries -0.44; number 51, C, carries -0.07; number 52, O, carries -0.09; number 53, H, carries 0.06; number 54, H, carries 0.09; number 55, H, carries 0.08; number 56, H, carries 0.13; number 57, H, carries 0.06; number 58, H, carries 0.07; number 59, H, carries 0.09; number 60, H, carries 0.07; number 61, C, carries -0.06; number 62, C, carries -0.45; number 63, C, carries -0.05; number 64, O, carries -0.08; number 65, H, carries 0.08; number 66, H, carries 0.08; number 67, H, carries 0.04; number 68, H, carries 0.14; number 69, H, carries 0.08; number 70, H, carries 0.07; number 71, H, carries 0.08; number 72, H, carries 0.03; number 73, C, carries -0.06; number 74, C, carries -0.46; number 75, C, carries -0.06; number 76, O, carries -0.07; number 77, H, carries 0.08; number 78, H, carries 0.08; number 79, H, carries 0.06; number 80, H, carries 0.13; number 81, H, carries 0.06; number 82, H, carries 0.08; number 83, H, carries 0.08; number 84, H, carries 0.08; number 85, C, carries -0.06; number 86, C, carries -0.48; number 87, C, carries -0.04; number 88, O, carries -0.07; number 89, H, carries 0.08; number 90, H, carries 0.08; number 91, H, carries 0.06; number 92, H, carries 0.14; number 93, H, carries 0.08; number 94, H, carries 0.06; number 95, H, carries 0.08; number 96, H, carries 0.08; number 97, C, carries -0.04; number 98, C, carries -0.47; number 99, C, carries -0.04